Molecular formula: C3H9Cl2NSi
Method: DFT, ωB97M-V with the def2-TZVPD basis set

XYZ file:
```
16
C3H9Cl2NSi, DFT ωB97M-V with the def2-TZVPD basis set
C 0.06163 0.15963 -1.69718
N -0.79824 0.06786 -0.47506
C -1.73594 -1.00715 -0.51589
Si 0.22229 -0.01610 0.97581
C 1.53779 1.31364 1.28505
Cl 1.44862 -1.64819 1.12577
Cl -0.91024 0.04871 2.69831
H 0.66205 -0.76014 -1.52191
H 0.76140 0.99412 -1.62354
H -0.43810 0.07406 -2.66698
H -2.17843 -1.22250 -1.45391
H -1.35180 -1.99876 -0.17694
H -2.54590 -0.78776 0.17849
H 2.20438 1.40850 0.40339
H 2.08167 1.07933 2.26391
H 0.97883 2.29476 1.20068
```

Output
**LUMO**: 0.73 eV
**Relative energy (zero: lowest compared OMol25 entry of this formula, charge and spin)**: 49.1 kJ/mol
**HOMO energy**: -9.2774 eV
**SMILES string**: CN(C)[Si](C)(Cl)Cl

Atomic partial charges in e from the Löwdin method, atoms 1 to 5: atom 1 (C): -0.12, atom 2 (N): -0.34, atom 3 (C): -0.21, atom 4 (Si): -0.27, atom 5 (C): -0.27